Here is a single C6H8BrNO molecule from the OMol25 dataset. Energies are from the ωB97M-V functional and the def2-TZVPD basis.

Calculated values
HOMO energy (spin up / spin down) (eV): -7.559 / -8.290
Electronic energy (eV): -79927.120
Orbital gap (spin up / spin down) (eV): 7.666 / 8.308

XYZ file:
```
17
C6H8BrNO, DFT the ωB97M-V functional and the def2-TZVPD basis
C -1.1859 1.0136 -1.2232
C -0.2383 0.0430 -1.5676
C -1.2260 0.7111 1.2618
C -1.2151 1.6977 0.0614
C 0.6881 -0.3265 -0.6173
C 1.6454 -2.1029 0.6525
N -0.5531 -0.2503 1.4140
O 1.2046 -1.5386 -0.6430
Br 1.9507 1.0457 -0.0106
H -1.8626 1.3484 -1.9775
H -0.3917 -0.4135 -2.5817
H -1.6800 0.9690 2.2725
H -0.2128 2.1947 0.1204
H -2.0377 2.3706 0.0321
H 2.0333 -1.2176 1.2011
H 2.3441 -2.8986 0.4994
H 0.7370 -2.6460 1.1057
```


Here is a molecular structure, C5H13N from the OMol25 dataset. Energies are from the ωB97M-V functional and the def2-TZVPD basis.

Calculated values
HOMO energy (eV): -6.654
Electronic energy (eV): -6878.589
Orbital gap (eV): 5.620

XYZ file:
```
19
C5H13N, DFT the ωB97M-V functional and the def2-TZVPD basis
C -0.8046 -0.3866 -1.8095
C -0.4655 0.6208 -0.8198
C -0.3864 0.3149 0.5810
C 1.1512 0.3597 0.9460
C -1.1987 1.2699 1.5723
N 1.3851 -1.9007 -0.5114
H -0.9473 -0.0311 -2.8255
H -1.5999 -1.1228 -1.5785
H 0.3798 -0.3125 -1.2791
H -0.0560 1.5982 -1.1302
H -0.6659 -0.6373 1.1052
H 1.4714 0.1871 1.9607
H 1.8259 1.2171 0.6861
H 1.4396 -0.5557 0.2547
H -1.1933 2.2316 1.0675
H -0.7947 1.2510 2.5630
H -2.2465 1.0424 1.6203
H 2.2863 -2.3200 -0.6611
H 0.6292 -2.3144 -1.0231
```


Here is a molecular structure, C29H57Cl3N2O3PSiSn from the OMol25 dataset. Energies are from the ωB97M-V functional and the def2-TZVPD basis.

Calculated values
HOMO energy (eV): -1.118
Electronic energy (eV): -100690.241
Orbital gap (eV): 3.456
Charge: -1

XYZ file:
```
97
C29H57Cl3N2O3PSiSn, DFT the ωB97M-V functional and the def2-TZVPD basis
C -0.6965 -3.7339 -2.9845
C 0.5536 -3.6695 -2.1747
H -0.5201 -4.2096 -3.9532
H -1.0744 -2.7197 -3.1712
H -1.4931 -4.2707 -2.4417
C 1.7219 -4.2029 -2.5628
C 1.9876 -4.8710 -3.8633
H 2.5701 -4.2097 -1.8789
H 1.2957 -4.5784 -4.6593
H 1.9371 -5.9600 -3.7392
H 3.0002 -4.6342 -4.2111
Sn -0.4220 0.0726 -0.0014
Cl -1.8861 -1.5049 1.2547
Cl -1.5019 1.7480 -1.5461
C 1.4370 -1.0087 2.5787
O 1.3318 -0.3163 1.5272
N 2.5253 -0.9746 3.3465
C 3.7067 -0.1889 2.9915
C 2.6600 -1.8709 4.4924
H 0.6372 -1.6902 2.9130
H 3.4284 0.6371 2.3327
H 4.4572 -0.8208 2.4940
H 4.1352 0.1972 3.9230
H 1.7235 -2.4266 4.6279
H 2.8776 -1.2845 5.3983
H 3.4800 -2.5886 4.3376
H 1.1153 -1.1685 -3.6013
H 3.8890 -1.8401 -2.9366
C 1.5640 -0.1667 -3.5389
C 3.9165 -0.7385 -2.9669
N 2.6358 -0.1718 -2.5488
H 0.7994 0.5542 -3.2423
C 2.4789 0.3991 -1.3484
O 1.4063 0.9676 -0.9966
H 4.7195 -0.3931 -2.3016
H 3.3591 0.3631 -0.6857
H 2.0191 0.0873 -4.5022
H 4.1103 -0.4275 -4.0022
O 0.1423 -1.5870 -1.2035
C 0.4037 -2.9205 -0.8613
C 2.7818 -2.5107 -0.1587
C 1.5683 -3.1320 0.0912
H 2.8490 -1.8238 -1.0072
C 3.9083 -2.8285 0.6017
H -0.4933 -3.3400 -0.3811
C 1.4290 -4.0374 1.1381
H 4.8736 -2.3562 0.3815
C 3.7842 -3.7585 1.6350
C 2.5514 -4.3660 1.8888
H 0.4422 -4.4742 1.3115
H 4.6642 -4.0453 2.2185
H 2.4609 -5.1177 2.6696
Si -4.0929 0.8347 -3.4519
Cl -2.6824 -0.7685 -3.3033
C -3.3615 2.4233 -4.1395
C -5.0270 0.7983 -1.8429
C -5.3693 0.5497 -4.8174
H -2.2677 2.4643 -4.1337
H -3.7537 3.3041 -3.6051
H -3.6964 2.5179 -5.1850
H -4.8960 0.6578 -5.8004
H -6.1597 1.3184 -4.7432
H -5.8403 -0.4363 -4.7637
H -4.5735 0.1444 -1.0903
H -6.0342 0.4143 -2.0616
H -5.1474 1.8021 -1.4227
C -3.6899 1.6359 1.2557
C -2.6694 2.7780 1.2464
C -3.1863 3.9556 2.0639
P -0.9307 2.1947 1.5785
C 0.2909 3.4601 0.9707
C -0.1376 4.9085 1.1799
C 1.6988 3.1948 1.5060
C -0.7366 2.0003 3.4111
C -0.6553 3.3218 4.1686
C -1.7939 1.0571 3.9879
H -4.0166 1.3988 2.2754
H -3.3021 0.7129 0.8129
H -4.5759 1.9402 0.6845
H -2.5721 3.1187 0.2041
H -3.4644 3.6497 3.0813
H -2.4843 4.7940 2.1076
H -4.1001 4.3259 1.5726
H 0.2862 3.2605 -0.1142
H -0.2636 5.1490 2.2430
H 0.6652 5.5512 0.7930
H -1.0589 5.1488 0.6366
H 2.0933 2.2391 1.1417
H 2.3570 3.9967 1.1461
H 1.7366 3.2042 2.6009
H 0.2380 1.4970 3.5158
H -1.5418 3.9416 3.9824
H -0.6153 3.1054 5.2448
H 0.2443 3.8982 3.9195
H -1.8756 0.1262 3.4129
H -1.5083 0.7881 5.0128
H -2.7803 1.5344 4.0357
```


Here is a single C3H6OS3 molecule from the OMol25 dataset. Energies are from the ωB97M-V functional and the def2-TZVPD basis.

Calculated values
HOMO energy (spin up / spin down) (eV): -9.595 / -8.156
Electronic energy (eV): -37758.135
Orbital gap (spin up / spin down) (eV): 8.708 / 5.756

XYZ file:
```
13
C3H6OS3, DFT the ωB97M-V functional and the def2-TZVPD basis
C 0.6159 -0.1921 0.2626
C 0.9668 1.2269 -0.1343
C -0.8749 -0.1371 0.6466
O -2.6488 -4.2329 1.3733
S 0.0127 1.9152 -1.5930
S -1.6559 -1.5019 1.6858
S -2.1570 -3.2018 0.5103
H 0.6874 -1.0151 -0.5270
H 1.0154 -0.7083 1.0669
H 0.5766 1.7626 0.6754
H 1.9883 1.3078 -0.3435
H -0.9579 0.6032 1.3914
H -1.4567 -0.0595 -0.1987
```


Here is 3 unconnected molecules or ions with the total composition C2H9O3 from the OMol25 dataset. Energies are from the ωB97M-V functional and the def2-TZVPD basis.

Calculated values
HOMO energy (eV): -4.324
Electronic energy (eV): -8363.168
Orbital gap (eV): 8.580
Charge: -1

XYZ file:
```
14
C2H9O3, DFT the ωB97M-V functional and the def2-TZVPD basis
C -0.8072 -1.6578 -0.5061
O -1.3219 -0.4076 -0.8325
C 0.2650 -2.1345 -1.5044
H -0.3419 -1.5416 0.4798
H -1.5995 -2.4192 -0.4908
H 0.8869 -1.2919 -1.8137
H 0.8755 -2.9871 -1.2079
H -0.2521 -2.4033 -2.4393
H 0.8886 2.0427 1.5320
H 0.7215 3.2324 2.3675
O 1.2872 2.4484 2.3828
H 0.8605 1.5193 -0.4694
H -0.7583 0.3016 -0.3376
O 0.2726 1.2646 0.2338
```


Here is 17 unconnected molecules or ions with the total composition C82H215N17O24 from the OMol25 dataset. Energies are from the ωB97M-V functional and the def2-TZVPD basis.

Calculated values
HOMO energy (eV): -8.148
Electronic energy (eV): -162973.168
Orbital gap (eV): 8.725

XYZ file:
```
338
C82H215N17O24, DFT the ωB97M-V functional and the def2-TZVPD basis
C 3.8612 -1.3109 0.5882
C 3.9797 -2.3245 -0.5690
C 4.9322 -1.7856 -1.6595
O 4.3890 -0.5062 -1.9488
C 5.0494 0.1257 -3.0137
N 4.3599 -3.7064 -0.2331
H 2.8246 -1.3408 0.9789
H 4.1039 -0.3491 0.1464
H 4.6660 -1.5245 1.3413
H 3.0061 -2.3079 -1.0630
H 4.8644 -2.4198 -2.5451
H 5.9557 -1.7581 -1.2311
H 4.7541 -0.3864 -3.9552
H 6.1470 0.0989 -2.8925
H 4.7399 1.1937 -2.9364
H 4.2564 -4.3614 -1.0204
H 5.3281 -3.7858 0.1824
C -4.9186 -1.2363 -4.8119
C -4.0378 -1.7954 -5.8959
C -3.2281 -2.9796 -5.3654
O -2.2477 -2.5259 -4.4885
C -1.0602 -2.0975 -5.1812
N -4.9340 -2.3632 -6.9311
H -4.3312 -1.1369 -3.9414
H -5.6847 -1.9966 -4.6405
H -5.3813 -0.2460 -5.1034
H -3.3156 -1.1232 -6.3214
H -2.9035 -3.7448 -6.0943
H -3.9449 -3.5779 -4.7697
H -0.2013 -2.0297 -4.5004
H -1.1793 -1.0599 -5.5538
H -0.8145 -2.7727 -5.9553
H -4.5268 -2.8738 -7.6757
H -5.5726 -1.7123 -7.2444
C 2.7177 8.0006 5.9642
C 1.9434 7.3324 4.8154
C 0.6468 6.8380 5.4120
O 0.8575 5.6331 6.1207
C -0.2525 5.2087 6.9560
N 1.7342 8.3418 3.7664
H 2.3709 7.4954 6.8457
H 2.3063 8.9543 6.1827
H 3.8097 8.1590 5.8381
H 2.5085 6.4818 4.4635
H 0.0498 6.7324 4.5462
H 0.2447 7.6067 6.0139
H 0.0347 4.2040 7.3662
H -1.1886 5.1308 6.4627
H -0.3852 5.9708 7.6988
H 1.8807 8.0215 2.7781
H 2.0647 9.2821 3.9363
C -5.7827 5.3583 3.9638
C -5.4476 4.0806 3.1467
C -5.1790 4.4300 1.6714
O -4.8986 3.2082 1.0182
C -4.4872 3.4257 -0.3588
N -4.3397 3.3792 3.7126
H -6.6000 5.9351 3.5004
H -4.9011 6.0170 3.8695
H -5.9689 5.0840 5.0222
H -6.4203 3.4492 3.1241
H -4.3375 5.1370 1.6531
H -6.0393 4.8311 1.2195
H -3.6717 2.7407 -0.5680
H -4.0108 4.3836 -0.4430
H -5.3910 3.3837 -0.9981
H -4.4120 3.2804 4.7083
H -4.2590 2.4254 3.3506
C -6.9728 0.4540 4.0956
C -6.2751 -0.9306 4.2770
C -4.7896 -0.7317 4.7369
O -4.0386 0.1347 3.9089
C -3.6729 -0.3316 2.6038
N -6.9196 -1.9224 5.1686
H -7.9669 0.4099 3.5836
H -6.4257 1.0792 3.4338
H -7.0679 0.9057 5.0844
H -6.2238 -1.3470 3.2360
H -4.2231 -1.7112 4.7700
H -4.8313 -0.1970 5.6777
H -2.7215 0.1892 2.3767
H -4.4970 -0.1163 1.9053
H -3.5629 -1.4264 2.6878
H -7.9354 -1.8151 5.0908
H -6.7025 -2.8125 4.8159
C -6.6097 -6.7633 -1.2943
C -6.9409 -5.7583 -2.3640
C -6.2856 -4.3521 -2.1220
O -7.0432 -3.6299 -1.2154
C -6.5730 -2.3648 -0.8659
N -6.4468 -6.2483 -3.6416
H -7.2503 -7.6114 -1.4469
H -6.7899 -6.3859 -0.3039
H -5.5715 -7.0972 -1.3368
H -8.0151 -5.6253 -2.3477
H -6.0874 -3.8618 -3.1339
H -5.3282 -4.5697 -1.6605
H -6.3001 -1.7846 -1.7773
H -5.6775 -2.4940 -0.2216
H -7.4198 -1.9022 -0.2552
H -7.0065 -5.9735 -4.4660
H -6.1055 -7.2043 -3.6998
C 1.3707 -5.4704 0.7983
C 1.2667 -6.9958 0.4967
C 2.6114 -7.5549 0.9519
O 2.8110 -8.8974 0.4427
C 4.0115 -9.4613 0.8008
N 0.0902 -7.6360 0.9927
H 1.4190 -5.3777 1.8536
H 0.4205 -5.0333 0.4629
H 2.2079 -4.9918 0.3271
H 1.3611 -7.2055 -0.5849
H 2.7352 -7.5185 2.0203
H 3.4088 -6.8919 0.5561
H 3.9247 -10.0815 1.7749
H 4.8622 -8.8222 0.8653
H 4.2538 -10.0412 -0.1234
H -0.0531 -8.4578 0.4316
H 0.0032 -7.6188 1.9804
C 6.1994 -6.3080 -3.0625
C 4.9891 -6.9281 -2.3029
C 3.6967 -6.5354 -2.9732
O 3.4697 -5.1465 -2.7328
C 2.3324 -4.7205 -3.4484
N 5.1922 -8.4088 -2.2488
H 6.1798 -5.2140 -3.1336
H 6.3145 -6.6890 -4.0954
H 7.1806 -6.4531 -2.5991
H 5.0782 -6.5289 -1.3016
H 2.8389 -7.1315 -2.5601
H 3.8041 -6.7226 -4.0356
H 2.5524 -4.6908 -4.5132
H 2.1046 -3.6762 -3.1247
H 1.4451 -5.2472 -3.2083
H 5.8401 -8.6488 -1.5023
H 4.3149 -8.8988 -2.0061
C 3.5857 1.7294 2.9499
C 3.3278 0.9575 4.2293
C 2.2253 1.5747 5.0514
O 0.9990 1.1994 4.5133
C -0.1051 1.7702 5.2303
N 3.1974 -0.4332 4.0002
H 4.0571 2.6950 3.0813
H 2.5898 1.9742 2.5106
H 4.1494 1.1578 2.2448
H 4.2469 1.1288 4.9045
H 2.2466 2.6709 5.0684
H 2.2626 1.2569 6.1045
H -0.0199 1.6288 6.3580
H -1.0092 1.3389 4.7671
H -0.1042 2.8912 5.1399
H 2.9395 -1.1039 4.7483
H 2.5154 -0.6463 3.2861
C -4.9846 6.8491 -1.7903
C -3.7833 6.9488 -2.7219
C -2.5767 7.1958 -1.7470
O -2.2303 5.9332 -1.1971
C -0.9170 5.8700 -0.6599
N -3.5906 5.8542 -3.6225
H -5.2026 7.8329 -1.4055
H -4.7827 6.1530 -0.9386
H -5.8512 6.4169 -2.2870
H -3.9184 7.8314 -3.3315
H -2.9129 7.8886 -1.0073
H -1.7293 7.7080 -2.2587
H -0.7468 6.7549 0.0187
H -0.1838 6.0011 -1.4549
H -0.8350 4.9584 -0.0889
H -2.6469 5.9320 -3.9261
H -3.7066 4.9792 -3.0541
C -0.9134 0.9339 -3.5998
O 0.1493 1.0049 -4.5631
C 1.4356 1.1514 -3.9908
C 2.0698 2.5170 -4.2957
N 1.0165 3.5950 -4.2058
C 1.5880 4.8782 -4.5425
C 0.5190 5.9625 -4.3635
O 0.9714 7.2248 -4.7946
C 1.7190 7.9599 -3.8412
H -0.6422 0.1181 -2.9300
H -1.8284 0.7167 -4.1799
H -1.0876 1.9047 -3.1529
H 2.0054 0.3484 -4.4231
H 1.1835 0.9785 -2.9442
H 2.5404 2.5362 -5.2905
H 2.8031 2.6496 -3.5193
H 0.2134 3.3654 -4.8013
H 2.0425 4.9639 -5.4841
H 2.5068 5.0650 -3.9416
H -0.0040 6.0033 -3.4335
H -0.1797 5.7154 -5.1805
H 1.6646 7.4018 -2.8915
H 1.4486 9.0005 -3.8165
H 2.8099 7.9382 -4.1564
C 5.4216 8.5544 -6.6886
O 6.1242 7.4371 -6.2979
C 5.5822 6.1185 -6.2152
C 6.5572 5.2190 -5.4994
N 6.7639 5.5879 -4.1033
C 5.9284 5.1458 -3.0233
C 6.5861 4.1412 -2.0941
O 5.5744 3.4802 -1.3580
C 6.2140 2.7818 -0.2940
H 4.3304 8.3127 -6.7571
H 5.6923 8.8861 -7.6875
H 5.4441 9.3556 -5.9289
H 5.3474 5.7714 -7.2219
H 4.6380 6.2143 -5.6736
H 7.5137 5.1774 -6.0682
H 6.0001 4.2926 -5.5470
H 7.1846 6.5105 -4.0436
H 4.9764 4.7303 -3.4310
H 5.6289 6.0497 -2.5434
H 7.2833 4.6242 -1.4360
H 7.1684 3.3813 -2.6852
H 6.7550 3.4656 0.3826
H 6.8552 1.9838 -0.7204
H 5.5185 2.1825 0.2522
C -1.6680 -1.4161 6.5554
O -1.3072 -2.4931 5.7247
C -0.7065 -2.1336 4.4953
C -0.5939 -3.3691 3.6222
N -1.8893 -3.7679 3.1803
C -2.0533 -5.1442 2.6202
C -3.4588 -5.2787 2.0944
O -4.3836 -5.1026 3.2121
C -5.6996 -5.6540 2.9451
H -2.0672 -0.6325 5.9194
H -0.8235 -1.1029 7.1636
H -2.4752 -1.7594 7.2362
H 0.2682 -1.6050 4.4966
H -1.3963 -1.5065 3.9236
H -0.1168 -4.1818 4.2330
H 0.0459 -3.2148 2.7568
H -2.5280 -3.5860 3.9663
H -1.8795 -5.9539 3.2720
H -1.3490 -5.2938 1.8112
H -3.5582 -6.3503 1.6753
H -3.6310 -4.4572 1.3889
H -6.2136 -5.2985 2.0326
H -6.2602 -5.4865 3.8700
H -5.5907 -6.7399 2.9642
C -0.7747 -7.4037 -2.2847
O -0.7908 -6.0636 -2.7924
C -1.9577 -5.6372 -3.4182
C -2.0643 -6.1011 -4.8977
N -0.9312 -5.7503 -5.8069
C 0.2831 -6.5767 -5.7293
C 1.3027 -6.0115 -6.7379
O 0.8087 -5.9895 -8.0594
C 1.4206 -5.0862 -8.9489
H -1.6024 -7.4777 -1.5276
H 0.1069 -7.5528 -1.6176
H -0.7774 -8.2172 -3.0246
H -1.9467 -4.5641 -3.5441
H -2.8809 -5.9556 -2.9064
H -2.9774 -5.7554 -5.3551
H -2.2474 -7.2201 -4.8248
H -1.2402 -5.6124 -6.7427
H 0.1653 -7.6501 -5.9614
H 0.6872 -6.4796 -4.7615
H 2.1701 -6.5902 -6.7728
H 1.4514 -4.9631 -6.4525
H 1.2259 -4.0728 -8.6723
H 0.9411 -5.3387 -9.8700
H 2.4924 -5.2946 -8.9956
C -2.5997 -5.6767 6.0597
O -1.2685 -6.1248 5.9346
C -0.7349 -6.2289 7.2332
C 0.7223 -6.6596 7.1532
N 1.5551 -5.9258 6.2089
C 2.1263 -4.5888 6.5624
C 3.2605 -4.1696 5.6205
O 2.7432 -4.0695 4.2997
C 3.8285 -3.8187 3.3190
H -3.1093 -6.2681 6.8622
H -3.1814 -5.7535 5.1314
H -2.5192 -4.5775 6.2962
H -1.3148 -6.9671 7.8812
H -0.7472 -5.2376 7.6750
H 0.8125 -7.6422 6.8139
H 1.2090 -6.5755 8.1991
H 1.1128 -5.8881 5.2823
H 2.6107 -4.6468 7.5451
H 1.4694 -3.7280 6.5525
H 4.1083 -4.8915 5.5784
H 3.6411 -3.2208 5.9782
H 4.2031 -2.8315 3.4883
H 3.3822 -3.8900 2.3439
H 4.6804 -4.5594 3.3583
C -0.5908 11.3839 0.5545
O 0.2545 10.8856 -0.4555
C 0.6301 9.5225 -0.2537
C 2.0352 9.2639 0.2330
N 2.2277 7.8797 0.5105
C 3.5615 7.3443 0.3748
C 3.4854 5.8805 0.4583
O 2.7079 5.4259 -0.6764
C 2.4192 4.0616 -0.7094
H -1.2479 12.1053 0.1193
H -0.0073 11.7454 1.4343
H -1.1610 10.5148 0.9277
H 0.3957 9.0427 -1.2645
H -0.0460 9.1112 0.4143
H 2.1530 9.9130 1.1179
H 2.6910 9.6056 -0.5527
H 1.5740 7.3692 -0.0251
H 4.2494 7.6161 1.1565
H 4.0346 7.5838 -0.6090
H 3.0604 5.6640 1.4195
H 4.4342 5.3593 0.4030
H 1.6347 3.7417 0.0086
H 3.4152 3.5638 -0.6406
H 2.1345 3.8054 -1.7447
C -0.2082 4.7931 2.6663
O -0.0934 3.6468 1.9110
C -1.3498 3.0674 1.6934
C -1.1113 1.7540 0.9637
N -0.4866 0.8272 1.8618
C 0.1070 -0.3320 1.2697
C -0.8994 -1.3437 0.6566
O -0.1951 -2.4418 0.1588
C -0.9608 -3.1680 -0.8108
H -1.1560 5.3266 2.5059
H 0.5729 5.4601 2.3001
H -0.0604 4.5467 3.7363
H -1.9924 3.7559 1.0335
H -1.8554 2.8674 2.6336
H -0.4330 2.0002 0.0915
H -2.0424 1.3996 0.5123
H 0.0545 1.3079 2.5685
H 0.6553 -0.9092 2.0199
H 0.8514 -0.1564 0.4477
H -1.4370 -0.7793 -0.2228
H -1.6734 -1.6420 1.4135
H -1.7679 -3.7907 -0.3575
H -0.2952 -3.8457 -1.2302
H -1.5051 -2.5570 -1.4989
```


Max |F| across the listed records, respectively: 5.8; 6.0; 3.5; 4.5; 1.3; 3.5 eV/A.